(1)
This record from the Open Molecules 2025 dataset describes a structure of composition C15H18B2MnN10 in a non-equilibrium geometry. The level of theory is ωB97M-V with the def2-TZVPD basis set.

Its expectation value of S² is 6.043. The HOMO-LUMO gap (spin up / spin down) comes out at 8.4 / 8.7 eV. The spin multiplicity is 5. The LUMO energy (spin up / spin down) is -4.16 / -3.88 eV. The net charge is +1. The calculation puts the total energy at -63417.8721 eV.

Last column: natural (NBO) charge in e.
Atoms and positions in Å:
1 Mn 8.902 8.085 6.068  1.59
2 C 5.629 9.272 3.615  -0.33
3 C 6.426 8.269 4.177  0.01
4 N 7.508 8.807 4.703  -0.39
5 N 7.546 10.144 4.426  -0.30
6 C 6.355 10.433 3.748  0.03
7 B 8.408 11.051 5.372  0.52
8 N 9.818 10.629 5.025  -0.29
9 C 10.852 11.289 4.635  0.08
10 C 12.009 10.439 4.634  -0.33
11 C 11.523 9.264 5.115  0.01
12 N 10.219 9.386 5.374  -0.43
13 N 8.016 10.766 6.822  -0.32
14 C 7.019 11.516 7.467  0.02
15 C 6.549 10.698 8.484  -0.32
16 C 7.255 9.470 8.379  -0.01
17 N 8.147 9.556 7.387  -0.41
18 H 4.634 9.137 3.182  0.26
19 H 6.260 7.208 4.167  0.24
20 H 6.206 11.490 3.537  0.24
21 H 8.207 12.206 5.168  -0.01
22 H 10.878 12.339 4.382  0.24
23 H 13.016 10.627 4.335  0.25
24 H 11.961 8.296 5.233  0.23
25 H 6.797 12.559 7.222  0.25
26 H 5.754 10.875 9.175  0.25
27 H 7.166 8.473 8.847  0.23
28 B 9.843 5.157 5.679  0.14
29 N 10.734 5.912 6.715  -0.27
30 C 11.669 5.436 7.503  0.04
31 C 12.019 6.585 8.363  -0.31
32 C 11.097 7.575 8.040  -0.03
33 N 10.329 7.107 7.050  -0.41
34 N 8.367 5.387 6.240  -0.26
35 C 7.578 4.487 6.775  0.04
36 C 6.440 5.133 7.290  -0.32
37 C 6.646 6.468 7.044  -0.03
38 N 7.809 6.576 6.376  -0.41
39 H 9.800 3.919 5.628  0.00
40 H 9.920 5.550 4.493  -0.02
41 H 12.073 4.506 7.230  0.25
42 H 12.828 6.741 9.025  0.25
43 H 10.924 8.566 8.472  0.24
44 H 7.743 3.399 6.611  0.25
45 H 5.573 4.575 7.734  0.26
46 H 5.999 7.367 7.117  0.24

=====

(2)
This record from the Open Molecules 2025 dataset describes the molecule C4H9NO2 in a non-equilibrium geometry. The level of theory is ωB97M-V with the def2-TZVPD basis set.

The HOMO-LUMO gap comes out at 6.8 eV. The LUMO energy is -1.25 eV. The calculation puts the total energy at -9874.9071 eV.

Last column: natural (NBO) charge in e.
Atoms and positions in Å:
1 C 0.583 1.453 -0.433  -0.43
2 N 0.800 -0.013 -0.477  -0.19
3 C 1.462 -0.577 0.516  -0.29
4 C -0.366 -0.673 -0.844  -0.27
5 C -1.605 -0.341 0.336  0.45
6 O -2.189 0.714 0.045  -0.70
7 O -0.981 -0.460 1.597  -0.72
8 H 0.135 1.783 -1.359  0.23
9 H -0.110 1.577 0.406  0.27
10 H 1.548 1.913 -0.238  0.21
11 H 1.892 -1.536 0.267  0.22
12 H -0.011 -0.642 1.472  0.44
13 H 2.203 0.090 0.943  0.20
14 H -0.868 -0.262 -1.707  0.24
15 H -0.298 -1.750 -0.746  0.22
16 H -2.196 -1.277 0.222  0.14

=====

(3)
This record from the Open Molecules 2025 dataset describes a structure of composition C33H31N2O2PSV. The level of theory is ωB97M-V with the def2-TZVPD basis set.

The HOMO-LUMO gap (spin up / spin down) comes out at 6.2 / 6.2 eV. The LUMO energy (spin up / spin down) is -10.88 / -10.89 eV. The net charge is +3. The calculation puts the total energy at -87583.3152 eV.

Last column: Mulliken charge in e.
Atoms and positions in Å:
1 V -0.056 0.635 0.611  -0.20
2 C -4.301 1.635 -6.247  -1.44
3 C -3.350 1.701 -5.097  0.80
4 C -2.213 2.511 -5.149  -0.93
5 C -1.319 2.558 -4.101  -0.43
6 C -1.576 1.771 -2.972  0.27
7 C -2.711 0.949 -2.888  -0.42
8 C -3.582 0.924 -3.947  -0.99
9 S -0.467 1.837 -1.691  2.05
10 O 0.592 2.764 -1.886  -0.65
11 O 0.021 0.404 -1.315  -0.32
12 N -1.200 1.976 -0.225  -0.01
13 C -0.855 2.986 0.723  0.29
14 C -1.024 4.348 0.673  -0.81
15 C -0.654 5.050 1.814  -0.40
16 C -0.148 4.375 2.927  -1.02
17 C 0.011 3.010 2.877  -0.17
18 N -0.331 2.319 1.771  0.29
19 H -4.211 2.505 -6.892  0.39
20 H -5.330 1.552 -5.899  0.40
21 H -4.082 0.747 -6.845  0.33
22 H -2.031 3.117 -6.028  0.42
23 H -0.439 3.185 -4.146  0.53
24 H -2.907 0.355 -2.004  0.34
25 H -4.468 0.304 -3.899  0.46
26 H -1.441 4.832 -0.198  0.57
27 H -0.780 6.125 1.847  0.49
28 H 0.107 4.912 3.829  0.47
29 H 0.381 2.437 3.714  0.73
30 C -0.028 -3.333 -1.444  -1.34
31 C 1.424 -3.336 -1.065  0.56
32 C 2.312 -4.162 -1.746  -0.76
33 C 3.654 -4.211 -1.403  -0.69
34 C 4.161 -3.435 -0.362  -0.85
35 C 3.312 -2.601 0.331  -0.67
36 C 1.951 -2.553 -0.023  1.17
37 P 0.861 -1.578 0.948  1.08
38 C 1.659 -0.284 1.896  0.21
39 C 1.444 -0.231 3.305  -0.95
40 C 2.194 0.607 4.090  -1.11
41 C 3.125 1.463 3.488  -0.57
42 C 3.300 1.479 2.115  -1.10
43 C 2.610 0.596 1.284  2.16
44 C 2.969 0.577 -0.179  -2.10
45 C -0.344 -2.376 1.946  0.57
46 C -0.168 -3.592 2.603  -1.00
47 C -1.134 -3.985 3.517  -0.79
48 C -2.230 -3.166 3.774  -0.73
49 C -2.407 -1.958 3.107  -0.67
50 C -1.471 -1.573 2.154  0.67
51 C -1.684 -0.404 1.261  -0.64
52 H -0.142 -3.176 -2.516  0.51
53 H -0.604 -2.547 -0.945  -0.06
54 H -0.491 -4.290 -1.196  0.42
55 H 1.945 -4.778 -2.556  0.54
56 H 4.318 -4.866 -1.951  0.46
57 H 5.208 -3.490 -0.099  0.49
58 H 3.691 -1.998 1.148  0.57
59 H 0.723 -0.901 3.756  0.46
60 H 2.078 0.597 5.166  0.50
61 H 3.721 2.123 4.106  0.48
62 H 4.024 2.154 1.674  0.60
63 H 3.004 1.592 -0.577  0.61
64 H 2.317 -0.027 -0.808  0.21
65 H 3.971 0.152 -0.282  0.55
66 H 0.708 -4.204 2.422  0.62
67 H -1.027 -4.923 4.044  0.50
68 H -2.971 -3.482 4.497  0.47
69 H -3.287 -1.356 3.296  0.53
70 H -2.382 0.346 1.630  0.62
71 H -1.953 -0.694 0.235  0.45

=====

(4)
This record from the Open Molecules 2025 dataset describes a cluster of 2 separate species, CH3BrN2 in total in a non-equilibrium geometry. The level of theory is ωB97M-V with the def2-TZVPD basis set.

The HOMO-LUMO gap comes out at 9.1 eV. The LUMO energy is 0.45 eV. The calculation puts the total energy at -74105.9922 eV.

Last column: natural (NBO) charge in e.
Atoms and positions in Å:
1 C -0.568 0.643 -0.184  -0.48
2 N -0.928 0.756 1.026  0.06
3 N -0.891 0.790 2.154  -0.02
4 Br 0.246 -3.116 0.205  -0.21
5 H -0.912 1.379 -0.874  0.21
6 H -0.359 -0.320 -0.584  0.22
7 H 1.038 -2.492 -0.869  0.21

=====

(5)
This record from the Open Molecules 2025 dataset describes a cluster of 2 separate species, C4H7N3O3 in total in a non-equilibrium geometry. The level of theory is ωB97M-V with the def2-TZVPD basis set.

The HOMO-LUMO gap comes out at 10.6 eV. Its structure (SMILES) is O=C1CN=CNC(=O)N1.O. The LUMO energy is 0.39 eV. The calculation puts the total energy at -14874.6028 eV.

Last column: natural (NBO) charge in e.
Atoms and positions in Å:
1 O 2.610 3.936 3.797  -0.54
2 C 1.758 3.126 3.498  0.70
3 C 1.648 1.768 4.159  -0.36
4 N 1.408 0.686 3.229  -0.42
5 C 0.325 0.659 2.573  0.29
6 N -0.728 1.569 2.649  -0.66
7 C -0.699 2.944 2.674  0.79
8 O -1.679 3.592 2.352  -0.61
9 N 0.508 3.585 2.892  -0.69
10 H 2.589 1.594 4.690  0.24
11 H 0.827 1.821 4.898  0.22
12 H 0.178 -0.109 1.807  0.19
13 H -1.633 1.218 2.357  0.43
14 H 0.446 4.596 2.813  0.43
15 O 1.660 2.635 0.354  -0.94
16 H 1.073 3.462 0.480  0.48
17 H 2.513 2.887 0.720  0.47

=====

(6)
This record from the Open Molecules 2025 dataset describes a structure of composition CH2I2O in a non-equilibrium geometry. The level of theory is ωB97M-V with the def2-TZVPD basis set.

The HOMO-LUMO gap comes out at 9.0 eV. The LUMO energy is -0.33 eV. The calculation puts the total energy at -19317.2298 eV.

Last column: natural (NBO) charge in e.
Atoms and positions in Å:
1 C -0.087 -0.141 -0.178  -0.14
2 O 0.646 -0.518 0.852  -0.70
3 I -0.648 2.051 -0.123  -0.03
4 I -1.816 -1.355 -0.140  0.17
5 H 0.488 -0.062 -1.204  0.21
6 H 1.417 0.024 0.794  0.48